Entry from OMol25: one molecule with the formula C5H5ClN2 (ωB97M-V/def2-TZVPD).

* E_tot: -20765.576 eV
* SMILES: C=Cn1ccc(Cl)n1
* frontier orbital gap: 0.3452 Eh
* ΔE to the lowest compared entry with this formula, charge and spin: 57.68 kcal/mol
* spin multiplicity: 1
* HOMO energy: -0.3294 Eh

Each atom is followed by the atoms it is bonded to, with distances in Å.
Cartesian coordinates (Å):
1 Cl -2.35 1.37 -2.74  C4 1.773
2 N 0.16 0.36 0.01  N3 1.362, C5 1.435, C7 1.435
3 N -0.12 1.21 -1.01  N2 1.362, C4 1.268
4 C -1.23 0.81 -1.48  Cl1 1.773, N3 1.268, C8 1.384
5 C -0.91 -0.57 0.25  N2 1.435, C8 1.421, H12 1.142
6 C 2.00 -0.56 1.43  C7 1.426, H9 1.157, H10 1.116
7 C 1.41 0.52 0.70  N2 1.435, C6 1.426, H11 1.181
8 C -1.72 -0.34 -0.90  C4 1.384, C5 1.421, H13 1.207
9 H 3.06 -0.52 1.89  C6 1.157
10 H 1.63 -1.62 1.43  C6 1.116
11 H 1.72 1.65 0.84  C7 1.181
12 H -0.88 -1.51 0.90  C5 1.142
13 H -2.76 -0.79 -1.32  C8 1.207